64
Properties=species:S:1:pos:R:3:forces:R:3 method="wB97M-V/def2-TZVPD" e_tot_ev=-43923.35367 total_charge=0 largest_force_ev_per_a=3.3 homo_lumo_gap_ev=7.37
C 1.95652 5.07355 -1.37748 -0.130 0.147 -0.123
C 0.98789 4.23595 -0.54417 0.195 0.532 -0.071
C 0.62552 4.62106 0.76887 0.328 -0.609 -0.453
C -0.22877 3.80342 1.50809 -0.345 -0.108 0.113
C -0.83494 2.66377 0.94066 1.162 0.033 -1.407
C -1.91337 1.91178 1.64711 0.690 -0.943 1.883
C -2.74207 0.99274 0.74413 -0.484 -0.169 -0.765
C -3.27567 -0.19573 1.27749 0.184 -0.066 0.125
C -3.81480 -1.18934 0.47017 -0.047 0.425 -0.967
C -3.88298 -0.96480 -0.92583 -0.453 -0.055 0.242
C -4.47322 -2.07417 -1.79745 -0.057 0.214 -0.174
C -3.53967 0.30733 -1.46326 -0.325 -0.546 1.120
C -3.06773 1.32913 -0.60814 0.057 -0.503 0.012
C -0.38670 2.24109 -0.35024 0.307 0.945 -0.099
C 0.48718 3.05047 -1.10538 -0.115 0.092 1.060
H 1.87780 4.76226 -2.43649 0.073 0.292 0.476
H 1.76813 6.16993 -1.31275 0.029 -0.777 0.013
H 3.00185 4.90135 -1.07018 -0.371 0.051 -0.023
H 1.02780 5.54802 1.21153 -0.191 -0.598 -0.291
H -0.51703 4.08469 2.54007 0.448 -0.135 -0.836
H -1.50162 1.33818 2.55905 -0.168 0.284 -2.226
H -3.28938 -0.33253 2.36037 0.407 -0.133 -0.534
H -4.16208 -2.14944 0.90248 0.189 0.809 -0.325
H -4.24596 -1.87646 -2.85625 -0.142 -0.161 0.290
H -4.03641 -3.04549 -1.52558 -0.103 0.261 -0.103
H -5.58490 -2.17971 -1.69853 0.918 0.285 0.032
H -3.65315 0.45163 -2.54271 -0.096 0.203 0.462
H -2.96369 2.36836 -1.01443 0.354 -1.168 0.442
H -0.72376 1.33051 -0.85314 -0.039 0.351 0.598
H 0.79150 2.77643 -2.13044 -0.223 0.017 0.710
C -2.45731 4.13898 8.84283 0.264 -0.112 -0.045
C -3.53770 4.90171 8.10450 -0.134 -0.048 0.146
C -4.91509 4.37036 8.44169 -0.493 -0.255 0.082
C -3.47076 6.38930 8.37120 0.102 0.230 -0.041
O -3.25571 4.79031 6.64338 0.089 -1.077 -0.394
C -3.46823 3.59904 6.06489 -1.551 -2.051 1.948
N -3.01436 3.57954 4.70500 -0.680 -0.732 -2.938
C -3.07705 2.48282 3.83639 0.552 0.629 2.887
B -2.86695 1.05499 4.60402 0.628 -1.768 0.231
F -2.07057 0.08989 3.83029 -0.779 1.027 0.895
F -1.99210 1.42155 5.67726 -0.790 -0.753 -0.411
F -4.13429 0.48012 4.82165 1.048 0.353 0.232
C -2.92463 2.84825 2.44829 -1.731 0.923 -1.513
C -2.84047 4.34956 2.54513 0.156 0.385 0.413
C -2.84434 4.75140 3.90814 -0.837 0.842 -1.620
C -2.88060 6.11278 4.24180 0.044 0.191 0.175
C -2.80726 7.07186 3.22141 0.273 -0.840 -0.620
C -2.66586 6.64571 1.87823 -0.408 0.312 0.665
C -2.72793 5.29773 1.53959 0.133 -0.159 -0.121
O -4.04807 2.63991 6.56691 1.624 2.298 -1.729
H -1.46658 4.53246 8.58012 -0.192 -0.167 0.053
H -2.60148 4.26264 9.92147 0.007 -0.038 -0.172
H -2.51590 3.07139 8.59966 0.116 0.226 0.086
H -5.69221 4.93037 7.90191 0.167 -0.191 0.093
H -4.98085 3.30415 8.19397 -0.212 0.593 0.338
H -5.08962 4.49946 9.51575 0.065 0.091 -0.156
H -4.26479 6.91194 7.83487 0.065 -0.001 -0.046
H -3.61283 6.58284 9.43661 0.016 -0.107 -0.059
H -2.50289 6.80271 8.08190 -0.023 -0.011 -0.035
H -3.73984 2.40380 1.67569 0.422 1.621 2.603
H -2.97791 6.43526 5.27747 0.075 -0.146 -0.455
H -2.85449 8.14372 3.45812 0.115 -0.622 -0.073
H -2.55455 7.39128 1.10229 -0.025 -0.019 -0.040
H -2.62052 4.94151 0.50555 -0.159 0.409 0.439